A cluster of 9 separate species, C34H67NO8 in total at a distorted geometry, computed with wB97M-V/def2-TZVPD.

Each line ends with the Löwdin charge.
Cartesian coordinates (Å):
C: 0.0808 4.4373 0.0194  -0.139
C: -0.1117 1.8477 5.3942  -0.234
H: -4.4752 2.4372 -2.2236  0.107
C: 0.6439 -3.3260 -5.1182  -0.216
H: -2.7534 0.6356 -2.1907  0.074
H: 1.1323 -3.0936 1.7936  0.097
H: -5.9776 -1.3375 -2.6568  0.125
H: 2.9096 2.0492 4.3507  0.121
C: 0.0457 3.6766 1.3677  -0.200
C: -5.4314 -0.5518 -3.1788  -0.184
O: 1.1138 2.4824 5.3514  -0.122
C: 0.1797 -2.2387 -3.1913  -0.248
H: -0.3124 0.9877 -0.4994  0.060
C: 2.6422 2.3427 -2.8518  -0.174
O: -0.9580 2.7152 1.2924  -0.188
H: -0.3296 1.6388 6.4416  0.122
C: -3.8077 0.4059 2.1175  -0.141
C: 0.3419 -1.8791 -5.4536  -0.137
C: 3.1461 4.1546 -4.2527  -0.202
H: -1.0553 -3.5545 3.0131  0.124
H: -5.9103 -0.4675 -4.1543  0.117
H: -0.9445 -0.6957 -4.1475  0.085
H: 2.7794 -5.3045 1.8208  0.165
H: -1.2444 -5.7677 1.8338  0.165
H: -6.0369 1.0056 0.5997  0.126
H: -0.1943 -0.1907 5.3625  0.111
H: 1.8137 -0.3406 4.0850  0.087
H: 4.4820 -0.8118 0.3946  0.100
H: -0.3773 0.4545 1.2456  0.065
H: 1.7476 1.9151 -2.3992  0.084
C: -0.0593 0.5712 4.5947  -0.160
O: 0.8508 -6.2777 2.1960  0.153
H: -1.3282 -0.3171 -0.0020  0.072
H: 4.3319 -0.7947 3.4772  0.120
H: -3.9777 -0.4955 0.0221  0.101
C: 0.8162 -0.7290 -0.0614  -0.228
O: -6.1756 0.1028 2.3674  -0.093
O: 0.1071 -3.4864 -3.8396  -0.127
C: 6.3388 -0.9394 1.5318  -0.159
C: -0.4454 -5.7421 2.5748  -0.063
H: 3.4819 2.2262 -2.1667  0.116
H: 2.5702 1.0347 5.8205  0.120
H: 3.5329 1.0582 -4.4961  0.121
H: -3.5669 1.3965 1.7318  0.093
H: 2.7292 5.0334 -4.7447  0.120
H: -6.4874 -0.6554 0.4425  0.130
H: -0.8675 2.5235 4.9940  0.124
H: -0.5231 -1.8702 -6.1168  0.113
H: -0.7935 0.3369 3.8239  0.091
H: 1.5642 0.9799 3.0495  0.100
H: 0.6716 -0.2170 -3.9454  0.087
C: 4.8856 -0.4911 1.3550  -0.178
H: 4.1579 4.4620 -3.9881  0.118
C: 1.1315 -3.9589 2.4565  -0.150
N: 1.7946 -1.3152 -0.1865  0.157
H: -0.5630 -2.1861 -2.3953  0.108
H: 1.1492 -2.2165 -2.6937  0.098
H: -0.2919 5.4165 0.3200  0.118
C: 2.1502 1.5732 4.9710  -0.158
H: 0.2040 -3.9819 -5.8695  0.122
H: -4.9929 1.1803 3.7942  0.117
H: -2.5190 2.5111 -0.1740  0.104
H: 4.7806 0.5936 1.3314  0.113
H: -0.3220 2.8830 -1.4510  0.088
H: 6.3758 -2.9766 1.0175  0.119
H: -2.4411 3.9535 0.7254  0.135
C: 1.3289 0.6352 4.0564  -0.195
H: -2.8852 0.0015 2.5340  0.087
C: -4.6439 1.5633 -2.8528  -0.203
C: 1.7027 -5.1466 1.7592  -0.045
O: -5.5763 0.6495 -2.4008  -0.143
H: 1.1236 4.5117 -0.2892  0.098
H: 6.9156 -0.4885 2.3393  0.111
H: 6.7972 -2.6615 2.7735  0.119
H: 6.8528 -0.6511 0.6149  0.113
H: -0.2460 4.2731 2.2321  0.127
H: 1.2791 4.1011 -3.0466  0.108
C: -0.3649 0.1520 0.1984  -0.028
H: -4.7839 -0.4850 3.8012  0.110
H: -5.0264 2.0947 -3.7242  0.114
C: 2.3246 3.7956 -3.0068  -0.191
C: -5.0260 0.3275 3.1161  -0.202
C: -0.8609 3.6257 -0.8628  -0.145
O: 3.0273 3.0243 -5.1022  -0.122
C: 0.0671 -1.1018 -4.1449  -0.139
C: -3.9732 -0.6860 -3.5146  -0.176
O: 4.7839 -2.4554 2.3086  -0.166
C: 2.8054 1.8445 -4.2948  -0.166
H: 1.8224 1.4416 -4.5387  0.091
H: -4.4547 -1.4412 1.3736  0.117
H: 3.1224 -1.3402 2.3745  0.081
C: -1.7997 3.1953 0.2760  -0.233
C: 4.1991 -1.2033 2.4754  -0.251
H: -2.5950 1.0330 -3.7970  0.096
C: 6.1612 -2.4113 1.9244  -0.173
H: -3.8855 -0.9048 -4.5788  0.116
C: -4.4435 -0.4157 1.0044  -0.193
C: -3.3446 0.6466 -3.1064  -0.144
H: 1.9210 -3.6402 3.1371  0.127
H: -0.0407 -4.2893 4.1995  0.118
C: -5.8549 0.0172 1.0217  -0.241
H: 1.6603 -4.9586 0.6864  0.182
H: -1.5172 4.1849 -1.5296  0.119
H: -3.4401 -1.3856 -2.8708  0.102
C: -0.2403 -4.2690 3.1281  -0.066
H: 2.7438 4.3823 -2.1893  0.105
H: 1.2065 -1.4360 -5.9478  0.111
H: 0.9496 3.0997 1.5634  0.115
H: 1.6882 -3.6296 -5.0452  0.119
H: -0.8890 -6.4112 3.3122  0.148

Forces on atoms 1 to 6 (eV/Å):
C 0.810 0.327 0.999
C -1.742 0.780 0.307
H 0.002 -0.576 1.006
C 0.356 0.094 -0.074
H -0.383 -0.510 0.433
H -0.424 -0.129 -0.359

Properties
Lowest unoccupied orbital energy (alpha / beta) (eV): -2.71 / -8.90
Highest occupied orbital energy (alpha / beta) (eV): -11.28 / -11.28
Multiplicity: 2
Net charge: +1